1.
{"formula": "C30H23N9O8W", "method": "ωB97M-V/def2-TZVPD", "e_above_lowest_ev": 1.351, "homo_ev": -14.350, "homo_lumo_gap_ev": 7.605, "charge": 2, "spin_multiplicity": 1, "species": ["C", "H", "H", "O", "H", "C", "C", "C", "C", "C", "C", "C", "C", "H", "H", "H", "H", "C", "H", "H", "C", "O", "H", "H", "C", "H", "N", "C", "H", "N", "O", "C", "N", "C", "C", "O", "N", "H", "C", "C", "N", "C", "C", "O", "N", "H", "N", "C", "H", "C", "C", "C", "H", "H", "H", "C", "W", "C", "H", "H", "H", "C", "C", "N", "C", "O", "N", "C", "O", "O", "H"], "coordinates": [[-2.381074, -2.662729, -0.840153], [-4.775266, 1.724677, 1.485466], [-0.569307, 7.067734, 0.394882], [0.433992, 8.232360, -1.445855], [-2.912978, 1.776903, -0.186781], [0.384028, 4.730910, -1.891896], [6.025986, 0.867759, -0.077772], [0.706435, -3.880787, -2.804113], [5.924501, 0.520515, 2.310880], [-4.952459, -1.864146, -3.185035], [-3.945780, 1.038158, 1.570315], [-3.897128, 0.097044, 2.587825], [-0.651679, 3.686863, 0.016770], [1.122448, -4.313711, -1.899929], [-5.795746, -0.573140, -4.651969], [-0.382930, -2.390937, 1.917545], [4.009113, -0.011600, 3.125664], [-2.913165, 1.090546, 0.649524], [-0.972546, 2.818799, 0.568418], [-2.110701, 0.843744, -2.984955], [6.645289, 0.836215, 1.155767], [1.202462, 7.012511, -3.054593], [6.428380, 0.502763, 3.266975], [-1.885023, -3.285094, -0.112629], [4.578473, 0.233039, 2.239932], [-2.753208, -1.519008, 3.468402], [-1.941385, -1.485981, -1.249165], [-3.965089, 0.242189, -3.870789], [-4.031572, -3.861127, -1.270082], [-1.873532, 0.267315, 0.758801], [-0.529768, 1.251265, -1.286720], [4.670157, 0.578876, -0.140358], [1.777338, -0.485231, 1.791791], [-0.831626, 4.934855, 0.573666], [0.407662, -2.424531, -2.650404], [0.641328, -1.931937, -1.379478], [1.917631, 0.139651, -0.410001], [-4.014463, 1.111164, -4.512412], [-4.981880, -0.724012, -3.956705], [-0.551125, -1.384715, 1.547104], [3.984733, 0.579469, -1.367458], [-1.816611, -0.637949, 1.750783], [0.171879, 2.260526, -1.863187], [-1.957220, 3.973003, 2.333204], [-1.507088, 5.014547, 1.887878], [6.581397, 1.111140, -0.974742], [0.522393, -0.579405, 1.285068], [-0.047590, 3.585622, -1.227585], [-5.720821, -2.621601, -3.256279], [-2.867273, -1.033030, -2.206883], [2.694973, 0.377527, -1.464669], [-2.897524, 0.106948, -3.009287], [1.396305, -4.011097, -3.636819], [4.504437, 0.760816, -2.216898], [0.860534, 4.673980, -2.860423], [3.935046, 0.262141, 1.000205], [-0.156312, -0.464564, -0.474768], [2.530055, -0.037740, 0.837778], [-0.216414, -4.393633, -3.078258], [-4.696656, 0.045009, 3.314703], [7.700821, 1.059708, 1.226646], [-0.422670, 6.095010, -0.052889], [-3.873999, -1.991248, -2.316700], [0.646633, 7.176992, -1.992316], [0.185523, 5.954638, -1.287452], [0.880915, 2.075068, -2.813498], [-3.524119, -3.005825, -1.434819], [-2.815789, -0.779355, 2.682761], [0.019143, -1.678709, -3.499142], [-1.568516, 6.094075, 2.416747], [2.243996, 0.417970, -2.447500]], "forces_ev_per_angstrom": [[-0.007, -0.015, 0.032], [0.001, 0.001, -0.007], [0.000, 0.002, -0.003], [-0.001, 0.019, -0.002], [0.004, 0.000, 0.002], [0.006, -0.015, -0.007], [0.018, 0.006, 0.008], [0.006, 0.010, 0.007], [-0.011, -0.007, 0.002], [-0.002, 0.006, -0.011], [-0.010, 0.006, 0.007], [0.048, -0.042, 0.003], [0.003, -0.012, 0.001], [0.000, -0.004, -0.004], [0.000, -0.002, -0.001], [0.002, 0.005, 0.022], [-0.001, -0.001, 0.000], [0.009, 0.038, -0.018], [-0.011, 0.000, -0.007], [0.012, -0.010, 0.013], [-0.007, 0.003, -0.010], [0.005, 0.010, -0.013], [0.001, 0.001, 0.000], [-0.005, -0.003, 0.000], [0.019, 0.008, 0.005], [0.017, -0.008, -0.006], [0.055, 0.043, -0.060], [0.001, -0.006, -0.001], [0.000, -0.003, -0.004], [-0.058, -0.051, 0.025], [-0.009, 0.054, -0.080], [-0.024, -0.011, -0.017], [-0.008, 0.009, -0.003], [-0.014, 0.007, 0.002], [-0.067, 0.038, -0.011], [0.170, -0.205, 0.022], [0.115, 0.030, -0.053], [-0.006, -0.003, -0.004], [0.015, 0.007, 0.017], [-0.005, 0.061, 0.025], [0.013, 0.004, 0.006], [0.081, -0.032, -0.024], [0.040, 0.006, 0.083], [0.004, 0.008, -0.005], [0.002, -0.027, 0.013], [0.003, 0.000, 0.002], [0.042, -0.053, -0.009], [0.002, 0.009, -0.004], [-0.003, 0.001, -0.003], [-0.037, -0.020, 0.011], [-0.055, 0.012, -0.001], [-0.011, 0.036, -0.019], [-0.001, 0.003, -0.005], [0.004, 0.002, 0.001], [-0.001, 0.001, -0.001], [-0.001, -0.008, 0.014], [-0.238, 0.039, 0.012], [-0.038, 0.003, 0.032], [-0.003, -0.003, 0.007], [-0.002, 0.003, 0.000], [0.001, 0.000, -0.003], [0.000, 0.006, 0.005], [-0.007, -0.029, 0.013], [0.002, -0.022, 0.010], [-0.005, -0.008, 0.014], [-0.007, -0.009, -0.016], [0.023, 0.017, 0.000], [-0.083, 0.055, 0.007], [0.014, 0.031, 0.002], [-0.003, 0.012, -0.003], [0.001, -0.002, -0.013]]}



2.
{"formula": "C20H33N3O4S", "method": "ωB97M-V/def2-TZVPD", "e_above_lowest_ev": 0.395, "homo_ev": -9.151, "homo_lumo_gap_ev": 9.709, "smiles": "CCNS(=O)(=O)CC(=O)N(C)C[C@H](C)NC(=O)C[C@H](C)c1ccc(CC)cc1", "spin_multiplicity": 1, "species": ["H", "C", "C", "H", "O", "H", "H", "H", "C", "C", "H", "C", "H", "H", "H", "H", "H", "H", "H", "C", "C", "O", "H", "C", "H", "H", "C", "H", "H", "H", "H", "H", "O", "C", "C", "C", "H", "H", "C", "C", "N", "C", "N", "O", "C", "H", "H", "H", "H", "H", "H", "H", "S", "H", "H", "N", "C", "C", "C", "C", "H"], "coordinates": [[1.791962, 0.001257, 1.246113], [1.984024, 1.868136, 2.889645], [2.453396, 5.695552, 2.852294], [-2.139237, 2.152556, -3.415241], [-5.007412, -3.051387, 0.634051], [-3.463823, -4.928794, 0.446688], [-2.355668, -5.994502, 2.674453], [-1.633497, 4.739956, -0.022111], [-1.651294, -1.248256, -0.325528], [-1.516483, 2.279127, -2.528924], [-2.459435, 1.720192, 0.667789], [-0.597111, 4.420080, -0.053659], [0.338937, -1.914852, 1.784459], [-3.824663, -0.929697, -0.533025], [3.408694, 3.964096, 2.028082], [2.584779, 3.367888, 4.265047], [-3.137923, -2.325263, -1.390329], [-0.370907, 3.908783, -3.350490], [-2.123530, 0.734683, 2.106307], [0.765025, 0.182204, 1.563254], [-3.087293, -1.727770, -0.484120], [-3.169293, -2.139238, 2.067015], [1.685148, 3.101957, -2.153397], [2.047838, 3.641445, -0.113018], [0.422498, 0.071019, -0.562313], [-3.396553, 0.251078, 1.017662], [-0.080696, 3.895128, -1.235419], [0.067237, 2.054351, 2.289376], [-0.163183, 1.561488, 0.168360], [3.084277, 3.325052, -0.143317], [-1.002352, -3.557613, 1.389397], [0.924169, -1.120194, 3.252827], [3.023820, 1.233235, 2.866331], [-2.410803, 0.697475, 1.052636], [-1.777564, -5.069671, 2.724347], [1.533230, 4.164409, 1.068066], [-2.304896, -4.364660, 3.365765], [-1.772189, 4.419005, -2.428254], [1.923861, 3.293028, 3.401919], [-1.577147, -4.478209, 1.340003], [-1.434105, -0.064096, 0.296359], [2.397548, 4.270201, 2.307989], [-2.830893, -4.169539, 0.650713], [-0.745322, -1.928609, -0.782024], [-0.085114, 0.481054, 0.307956], [-0.713684, 1.540763, -2.569518], [1.467426, 6.032454, 3.179495], [3.126096, 5.751086, 3.709349], [0.911166, 3.557783, 3.719129], [-0.748905, -0.879225, 2.718963], [-0.237204, 4.980039, 1.977633], [-1.019160, -5.156594, 0.693842], [-3.619084, -2.776541, 0.860196], [-2.127048, 2.054920, -1.651580], [-0.812708, -5.299985, 3.178256], [0.812673, 1.385940, 2.396766], [0.279887, -1.004622, 2.381904], [-0.951381, 3.698825, -2.449439], [1.255672, 3.511082, -1.245265], [0.195796, 4.554981, 1.077915], [2.808257, 6.389780, 2.090081]], "forces_ev_per_angstrom": [[0.005, -0.003, 0.012], [-0.018, 0.037, -0.063], [-0.007, 0.007, 0.010], [0.001, -0.001, -0.001], [-0.070, 0.002, -0.012], [0.003, -0.021, -0.008], [0.000, 0.001, 0.003], [0.004, -0.002, 0.001], [-0.006, -0.037, 0.072], [-0.003, 0.003, 0.002], [0.000, 0.003, 0.002], [-0.007, 0.000, 0.008], [-0.014, -0.015, -0.004], [0.008, 0.006, -0.015], [0.004, 0.003, 0.004], [0.000, -0.001, 0.005], [-0.008, -0.004, -0.001], [0.002, 0.002, 0.002], [-0.006, 0.001, -0.003], [-0.276, 0.313, 0.235], [0.018, 0.035, -0.018], [0.001, 0.020, 0.049], [0.001, -0.001, 0.001], [0.004, -0.030, 0.000], [0.004, 0.001, -0.001], [-0.005, 0.005, 0.001], [0.002, 0.015, 0.001], [-0.030, -0.001, 0.027], [0.006, -0.003, -0.004], [0.001, 0.001, -0.002], [0.015, 0.018, 0.005], [-0.005, -0.006, 0.002], [0.016, -0.007, 0.024], [0.001, 0.011, -0.008], [-0.005, -0.003, 0.001], [-0.002, 0.014, 0.000], [0.001, -0.002, 0.002], [0.003, 0.001, -0.002], [0.004, 0.012, -0.016], [0.025, -0.016, -0.023], [-0.071, 0.203, 0.121], [0.000, -0.022, 0.002], [0.027, -0.102, 0.003], [-0.011, 0.016, -0.034], [0.179, -0.364, -0.236], [0.002, -0.002, 0.000], [0.008, 0.001, 0.002], [-0.001, 0.005, 0.000], [-0.001, -0.005, 0.008], [0.000, -0.009, 0.008], [0.004, -0.009, -0.006], [0.009, 0.000, 0.006], [0.003, 0.079, -0.006], [0.000, -0.001, -0.003], [-0.002, 0.000, 0.000], [0.054, -0.011, 0.004], [0.144, -0.146, -0.147], [-0.006, -0.009, -0.001], [0.011, 0.013, -0.013], [-0.016, 0.007, 0.002], [0.000, -0.001, 0.000]]}